A cluster of 2 separate species, C34H37N3O3 in total in a non-equilibrium geometry. Source: OMol25; level of theory: wB97M-V/def2-TZVPD.

- energy (eV) = -46467.092
- energy above the lowest of the compared OMol25 structures with the same formula, charge and spin (kcal per mole) = 60.6
- orbital gap (eV) = 2.29

Last column: Löwdin charge in e.
Element x y z (Å)
C  0.76  -4.53  0.54  0.01
N  2.02  -3.82  0.39  -0.03
C  2.22  -2.48  0.38  -0.06
C  1.15  -1.49  0.64  -0.26
C  -0.21  -1.76  0.15  -0.02
C  -1.24  -1.12  0.76  0.02
C  -2.57  -1.68  0.92  -0.19
C  -3.42  -1.30  1.99  -0.03
C  -4.69  -1.83  2.13  -0.07
C  -5.16  -2.77  1.20  -0.07
C  -4.33  -3.20  0.16  -0.08
C  -3.04  -2.68  0.03  -0.03
O  1.35  -0.47  1.33  0.06
N  3.57  -2.29  0.30  0.09
C  4.29  -0.99  0.32  -0.54
C  5.74  -1.25  -0.02  -0.06
C  4.23  -0.41  1.72  -0.01
C  3.69  -0.05  -0.72  0.00
C  4.18  -3.52  0.22  0.01
C  3.22  -4.47  0.24  0.00
H  0.99  -5.56  0.83  0.10
H  0.13  -4.06  1.31  0.11
H  0.22  -4.56  -0.42  0.11
H  -0.32  -2.44  -0.69  0.11
H  -1.01  -0.23  1.36  0.12
H  -3.03  -0.60  2.75  0.12
H  -5.32  -1.55  2.97  0.11
H  -6.17  -3.18  1.29  0.11
H  -4.67  -3.95  -0.55  0.11
H  -2.37  -3.03  -0.76  0.10
H  5.87  -1.71  -1.00  0.10
H  6.25  -0.28  -0.04  0.10
H  6.23  -1.85  0.75  0.09
H  3.21  -0.17  2.00  0.07
H  4.66  -1.12  2.43  0.09
H  4.83  0.51  1.72  0.11
H  2.67  0.25  -0.48  0.09
H  4.31  0.85  -0.75  0.10
H  3.71  -0.52  -1.72  0.10
H  5.25  -3.64  0.14  0.13
H  3.31  -5.54  0.17  0.14
C  -5.03  -1.22  -3.00  -0.08
C  -3.55  -1.06  -3.12  -0.24
O  -3.21  0.28  -2.68  -0.04
C  -1.87  0.50  -2.58  -0.52
C  -1.64  1.83  -2.00  -0.15
N  -0.48  2.14  -1.51  0.06
C  -0.20  2.95  -0.50  -0.23
C  1.10  3.64  -0.52  -0.17
C  1.69  4.18  0.64  -0.06
C  2.96  4.76  0.59  -0.12
C  3.66  4.85  -0.62  -0.14
C  3.09  4.32  -1.78  -0.12
C  1.83  3.71  -1.73  -0.05
C  -1.21  3.10  0.57  -0.15
C  -1.37  4.29  1.33  -0.05
C  -2.41  4.41  2.26  -0.10
C  -3.31  3.36  2.46  -0.12
C  -3.20  2.20  1.70  -0.10
C  -2.17  2.08  0.76  -0.06
O  -1.01  -0.32  -2.86  0.02
H  -5.30  -2.28  -3.16  0.07
H  -5.40  -0.92  -2.02  0.07
H  -5.56  -0.64  -3.76  0.08
H  -3.01  -1.77  -2.49  0.09
H  -3.23  -1.19  -4.16  0.13
H  -2.51  2.52  -2.01  0.13
H  1.15  4.12  1.59  0.10
H  3.41  5.15  1.51  0.09
H  4.65  5.31  -0.64  0.09
H  3.62  4.40  -2.72  0.09
H  1.39  3.30  -2.64  0.10
H  -0.72  5.15  1.13  0.10
H  -2.52  5.34  2.83  0.10
H  -4.13  3.45  3.18  0.09
H  -3.91  1.38  1.81  0.08
H  -2.14  1.19  0.13  0.08

***

A structure of composition C34H37N8PtS3. Source: OMol25; level of theory: wB97M-V/def2-TZVPD.

- energy (eV) = -83522.090
- net charge = +1
- energy above the lowest of the compared OMol25 structures with the same formula, charge and spin (kcal per mole) = 8.2
- expectation value of S² = 6.20
- orbital gap (spin up / spin down) (eV) = 6.54 / 4.44
- 2S+1 = 5

Last column: Löwdin spin population.
Element x y z (Å)
Pt  -0.46  0.76  -0.35  1.45
C  -3.54  -1.13  -1.77  0.00
C  -2.79  -2.42  -1.40  0.01
C  -1.43  -2.23  -0.70  0.01
N  -0.66  -1.17  -1.35  0.22
C  -0.16  -1.31  -2.53  0.00
C  0.00  -2.62  -3.11  0.18
C  0.40  -3.03  -4.36  -0.02
C  0.67  -2.27  -5.50  0.23
C  0.67  -0.88  -5.59  -0.02
C  0.57  0.06  -4.60  0.18
C  0.34  -0.05  -3.18  -0.01
N  0.44  0.97  -2.39  0.27
C  1.21  2.16  -2.73  0.02
C  0.57  3.49  -2.34  0.01
C  0.40  3.68  -0.82  0.01
N  -0.78  2.95  -0.38  0.24
C  -1.97  3.45  -0.36  0.00
C  -2.20  4.85  -0.60  0.19
C  -3.34  5.62  -0.56  -0.02
C  -4.65  5.26  -0.28  0.23
C  -5.12  3.99  0.06  -0.02
C  -4.45  2.80  0.17  0.18
C  -3.06  2.45  -0.04  0.00
N  -2.67  1.23  0.02  0.23
C  -3.54  0.15  0.47  0.01
C  -4.36  -0.49  -0.65  0.01
H  -4.22  -1.36  -2.59  0.00
H  -2.83  -0.39  -2.16  0.00
H  -2.63  -2.99  -2.31  0.00
H  -3.41  -3.03  -0.74  0.00
H  -0.89  -3.18  -0.68  0.00
H  -1.56  -1.94  0.34  0.00
H  -0.19  -3.43  -2.42  0.01
H  0.48  -4.11  -4.48  -0.01
H  0.88  -2.82  -6.41  0.01
H  0.82  -0.48  -6.59  -0.01
H  0.62  1.08  -4.96  0.01
H  1.48  2.20  -3.78  0.01
H  2.16  2.05  -2.18  0.01
H  -0.40  3.60  -2.83  0.00
H  1.23  4.28  -2.71  0.00
H  0.37  4.74  -0.58  0.00
H  1.26  3.27  -0.30  0.00
H  -1.31  5.41  -0.83  0.01
H  -3.18  6.67  -0.78  -0.01
H  -5.39  6.05  -0.33  0.01
H  -6.19  3.92  0.26  -0.01
H  -5.08  1.97  0.42  0.01
H  -4.21  0.49  1.26  0.00
H  -2.89  -0.60  0.93  0.00
H  -5.02  0.26  -1.09  0.00
H  -5.00  -1.25  -0.19  0.00
S  2.53  -4.80  1.24  0.00
C  2.76  -3.17  1.18  0.00
S  1.68  -2.17  0.26  0.00
C  2.53  -0.73  0.76  0.03
N  3.54  -0.98  1.51  0.01
N  3.68  -2.34  1.74  0.00
C  4.84  -2.69  2.52  0.00
C  4.97  -3.93  3.13  0.00
C  6.11  -4.20  3.88  0.00
C  7.11  -3.26  4.03  0.00
C  6.97  -2.02  3.40  0.00
C  5.85  -1.74  2.65  0.00
S  2.05  0.85  0.23  0.19
H  4.20  -4.67  3.04  0.00
H  6.20  -5.17  4.36  0.00
H  7.99  -3.48  4.62  0.00
H  7.75  -1.28  3.50  0.00
H  5.74  -0.78  2.17  0.00
C  0.27  -1.07  5.12  0.00
N  -0.09  -0.22  3.99  0.00
C  -0.24  1.15  4.01  0.00
C  -0.55  1.51  2.74  0.00
N  -0.60  0.38  1.94  0.08
C  -0.32  -0.63  2.73  0.01
H  0.51  -0.44  5.97  0.00
H  1.14  -1.68  4.86  0.00
H  -0.56  -1.73  5.38  0.00
H  -0.10  1.73  4.90  0.00
H  -0.73  2.49  2.34  0.00
H  -0.27  -1.67  2.44  0.00

***

A structure of composition C34H38BiN8SSi. Source: OMol25; level of theory: wB97M-V/def2-TZVPD.

- energy (eV) = -72349.493
- net charge = -1
- orbital gap (eV) = 7.10

Last column: natural (NBO) charge in e.
Element x y z (Å)
Bi  -0.77  -0.10  -0.88  1.96
C  -0.96  -0.37  3.42  -0.40
C  -1.87  0.87  3.30  -0.42
C  -2.23  1.30  1.86  -0.25
N  -2.35  0.18  0.95  -0.67
C  -3.30  -0.71  1.11  0.34
C  -4.43  -0.49  1.94  -0.35
C  -5.38  -1.35  2.45  -0.14
C  -5.41  -2.74  2.42  -0.31
C  -4.56  -3.55  1.68  -0.15
C  -3.65  -3.19  0.71  -0.34
C  -3.21  -1.92  0.25  0.22
N  -2.60  -1.74  -0.89  -0.63
C  -2.65  -2.77  -1.91  -0.24
C  -1.44  -3.71  -1.91  -0.41
C  -0.15  -2.99  -2.32  -0.25
N  0.35  -2.16  -1.25  -0.65
C  1.32  -2.52  -0.46  0.34
C  1.85  -3.84  -0.45  -0.36
C  3.08  -4.32  -0.05  -0.14
C  4.16  -3.61  0.47  -0.33
C  4.13  -2.29  0.88  -0.12
C  3.07  -1.41  0.99  -0.34
C  1.73  -1.49  0.54  0.23
N  0.79  -0.62  0.86  -0.66
C  1.00  0.38  1.90  -0.25
C  0.54  -0.10  3.28  -0.39
H  -1.13  -0.83  4.39  0.20
H  -1.25  -1.11  2.67  0.22
H  -2.80  0.65  3.84  0.21
H  -1.40  1.71  3.81  0.20
H  -3.15  1.90  1.88  0.19
H  -1.46  1.96  1.46  0.22
H  -4.58  0.56  2.19  0.21
H  -6.17  -0.88  3.02  0.20
H  -6.17  -3.23  3.01  0.20
H  -4.68  -4.62  1.82  0.20
H  -3.17  -4.02  0.19  0.21
H  -3.57  -3.35  -1.82  0.20
H  -2.68  -2.26  -2.88  0.21
H  -1.30  -4.13  -0.91  0.20
H  -1.63  -4.54  -2.60  0.21
H  0.60  -3.71  -2.65  0.19
H  -0.37  -2.33  -3.16  0.23
H  1.19  -4.58  -0.89  0.21
H  3.24  -5.38  -0.21  0.20
H  5.10  -4.14  0.58  0.20
H  5.08  -1.89  1.23  0.20
H  3.32  -0.46  1.44  0.21
H  2.05  0.67  1.99  0.19
H  0.45  1.27  1.61  0.22
H  1.08  -1.02  3.52  0.20
H  0.83  0.66  4.01  0.19
C  4.59  4.66  0.70  -1.10
Si  2.90  4.54  -0.16  1.64
C  2.91  5.82  -1.55  -1.11
C  1.63  5.06  1.13  -1.11
C  2.80  2.82  -0.92  -0.54
C  3.96  2.23  -1.40  -0.14
C  3.95  0.97  -1.98  -0.30
C  2.75  0.30  -2.03  0.07
N  1.61  0.84  -1.60  -0.55
C  1.59  2.08  -1.08  0.10
S  0.04  2.69  -0.66  -0.37
H  4.73  5.67  1.11  0.23
H  5.42  4.48  0.02  0.22
H  4.67  3.95  1.53  0.23
H  3.04  6.83  -1.15  0.22
H  1.98  5.80  -2.11  0.25
H  3.73  5.63  -2.25  0.23
H  1.96  5.98  1.62  0.22
H  1.51  4.29  1.90  0.24
H  0.66  5.22  0.67  0.26
H  4.89  2.78  -1.33  0.20
H  4.86  0.51  -2.36  0.21
H  2.66  -0.70  -2.45  0.20
N  -1.22  0.04  -3.43  -0.56
C  -2.19  0.44  -3.94  0.43
C  -3.34  0.87  -4.58  -0.60
C  -3.78  2.20  -4.45  0.31
N  -4.15  3.29  -4.35  -0.40
C  -4.05  -0.07  -5.36  0.32
N  -4.61  -0.85  -6.00  -0.41

***

A structure of composition C34H38Cl4N5O9RbS3 in a non-equilibrium geometry. Source: OMol25; level of theory: wB97M-V/def2-TZVPD.

- energy (eV) = -145008.894
- net charge = -2
- energy above the lowest of the compared OMol25 structures with the same formula, charge and spin (kcal per mole) = 23.1
- orbital gap (eV) = 6.83

Last column: Löwdin charge in e.
Element x y z (Å)
Rb  -0.06  0.43  0.04  0.81
Cl  2.47  -1.28  0.85  0.54
C  2.82  -0.61  2.45  -1.00
Cl  3.00  1.13  2.33  0.58
H  3.75  -1.03  2.85  0.03
H  1.95  -0.78  3.08  0.00
Cl  -2.80  2.02  -1.14  0.54
C  -2.85  1.58  -2.85  -1.02
Cl  -4.43  0.93  -3.30  0.48
H  -2.08  0.82  -3.03  -0.01
H  -2.68  2.48  -3.45  0.03
S  -3.83  -5.89  1.95  0.96
C  -2.77  -4.50  1.52  -0.51
C  -2.77  -4.01  0.23  -0.06
C  -1.95  -2.92  -0.05  -0.11
N  -1.19  -2.35  0.86  0.07
C  -1.18  -2.84  2.09  -0.13
C  -1.96  -3.92  2.48  -0.07
C  -5.32  -4.90  2.13  -0.51
C  -6.15  -4.66  1.05  -0.08
C  -7.30  -3.91  1.27  -0.15
N  -7.64  -3.43  2.45  0.06
C  -6.82  -3.65  3.47  -0.16
C  -5.64  -4.37  3.37  -0.08
H  -3.39  -4.46  -0.54  0.10
H  -1.88  -2.50  -1.04  0.11
H  -0.54  -2.32  2.79  0.10
H  -1.92  -4.30  3.49  0.10
H  -5.93  -5.06  0.07  0.10
H  -7.99  -3.70  0.47  0.10
H  -7.14  -3.23  4.42  0.10
H  -5.01  -4.52  4.23  0.10
C  -0.81  4.50  1.73  -0.06
C  0.51  4.46  0.99  -0.28
O  0.26  4.28  -0.38  -0.17
C  1.43  4.24  -1.17  -0.28
C  1.03  3.99  -2.61  -0.05
H  -0.64  4.54  2.80  0.07
H  -1.36  3.58  1.53  0.05
H  -1.40  5.35  1.41  0.07
H  1.13  3.63  1.38  0.11
H  1.07  5.41  1.14  0.12
H  2.08  3.42  -0.81  0.10
H  1.98  5.19  -1.07  0.12
H  0.50  3.04  -2.67  0.07
H  1.91  3.94  -3.24  0.08
H  0.38  4.79  -2.96  0.07
C  0.21  -1.83  -4.18  -0.01
C  0.04  -1.12  -2.81  -0.79
O  0.31  -1.78  -1.80  -0.13
O  -0.35  0.07  -2.84  -0.18
H  1.18  -1.57  -4.58  0.06
H  -0.56  -1.50  -4.88  0.06
H  0.16  -2.91  -4.04  0.06
C  -4.68  -2.54  6.59  -0.06
C  -3.80  -1.77  5.64  -0.29
C  -2.44  -1.64  5.91  -0.05
C  -1.63  -0.88  5.08  -0.07
C  -2.16  -0.26  3.97  -0.26
C  -3.50  -0.41  3.67  -0.04
C  -4.31  -1.16  4.51  -0.04
S  -1.10  0.84  3.00  0.39
O  -0.88  1.98  3.87  -0.31
O  0.12  0.07  2.77  -0.50
O  -1.82  1.13  1.77  -0.53
H  -4.54  -2.17  7.61  0.08
H  -4.42  -3.60  6.59  0.07
H  -5.72  -2.43  6.32  0.06
H  -2.02  -2.12  6.79  0.11
H  -0.58  -0.75  5.28  0.12
H  -3.89  0.08  2.79  0.12
H  -5.37  -1.27  4.28  0.10
O  8.03  2.60  -8.61  -0.39
S  7.06  3.15  -7.68  0.40
O  5.68  2.94  -8.06  -0.38
O  7.37  4.51  -7.23  -0.38
C  7.32  2.27  -6.10  -0.36
N  8.58  2.01  -5.77  0.11
C  8.80  1.50  -4.57  -0.13
C  7.78  1.24  -3.67  -0.01
C  6.49  1.59  -4.09  -0.23
N  6.28  2.10  -5.30  0.17
C  5.31  1.42  -3.22  -0.15
C  4.05  1.20  -3.76  0.02
C  2.97  1.08  -2.90  -0.12
N  3.07  1.17  -1.58  0.07
C  4.27  1.38  -1.07  -0.16
C  5.42  1.50  -1.83  -0.01
H  9.83  1.30  -4.33  0.10
H  7.97  0.79  -2.71  0.10
H  3.93  1.14  -4.83  0.12
H  1.97  0.90  -3.27  0.10
H  4.32  1.46  0.01  0.05
H  6.37  1.69  -1.35  0.10

***

Q: Among the records above, which one has the highest energy?
A: C34H37N3O3

***

Q: Among the records above, which one has the lowest energy?
A: C34H38Cl4N5O9RbS3

***

Q: Which of these has the highest energy?
A: C34H37N3O3